No. 1
C6H12N2O | the ωB97M-V functional and the def2-TZVPD basis

Properties
Max |F| ... 4.73 eV/Å
HOMO-LUMO gap (alpha / beta) ... 6.9 / 6.9 eV
Total charge ... 0
ΔE to the lowest compared entry with this formula, charge and spin ... 5.881 eV
E ... -11438.7899 eV

```
21
Properties=species:S:1:pos:R:3:lowdin_charge:R:1
C -1.84503 1.84861 -0.44870 -0.050
C -0.57062 -0.64462 1.78726 0.025
C 1.36010 -0.05307 -1.46841 -0.091
C 1.62879 1.08805 0.59609 -0.084
C -2.38670 -1.60303 -0.55526 -0.112
C -0.34744 -0.56249 0.28760 -0.329
N -1.17044 2.53661 0.16681 0.098
N 0.81093 0.10745 -0.16015 -0.173
O -1.14879 -0.94857 -0.65313 -0.127
H -1.57907 -0.26486 2.04219 0.104
H 0.26569 -0.16294 2.22621 0.048
H -0.45749 -1.66821 2.14118 0.095
H 1.32526 -1.07047 -1.85213 0.089
H 0.81332 0.61952 -2.18536 0.105
H 2.43848 0.28014 -1.56432 0.095
H 2.46447 1.36350 -0.13068 0.085
H 1.13977 1.81824 1.20974 0.047
H 2.34790 0.53270 1.45348 0.130
H -2.75848 -1.97585 0.40635 0.008
H -2.30857 -2.30298 -1.37590 0.009
H -2.54435 1.24232 -0.90376 0.030
```

***

No. 2
C30H30BrCeF5N6O3S2 | the ωB97M-V functional and the def2-TZVPD basis

Properties
Max |F| ... 3.52 eV/Å
HOMO-LUMO gap (alpha / beta) ... 7.1 / 7.1 eV
Total charge ... +1
2S+1 ... 2
⟨S²⟩ ... 0.751
ΔE to the lowest compared entry with this formula, charge and spin ... 0.827 eV
E ... -164907.0724 eV

```
78
Properties=species:S:1:pos:R:3:lowdin_charge:R:1
Ce 0.28191 0.29630 0.93854 1.097
F -4.18729 4.04907 5.13876 0.131
C -3.91578 3.11689 4.22686 -0.139
C -2.75198 3.18110 3.47699 -0.107
F -1.86893 4.22905 3.48432 0.101
C -2.48026 2.06642 2.69904 -0.177
F -1.15058 2.02641 2.20460 -0.074
C -3.27295 0.95778 2.46566 -0.578
S -2.83165 -0.25349 1.33605 0.632
C -4.47520 0.94734 3.26182 -0.193
F -5.37095 -0.06506 3.21592 0.078
C -4.79042 2.02617 4.08600 -0.125
F -5.86990 2.01933 4.89030 0.118
N 2.29620 1.42872 -2.06138 0.151
C 2.86691 0.29810 -1.48746 -0.260
C 3.99774 -0.23339 -2.17944 0.029
C 4.49489 -1.46018 -1.74405 -0.012
C 4.05007 -2.00049 -0.51553 -0.024
C 3.06438 -1.33147 0.14593 -0.109
N 2.40479 -0.28155 -0.38087 0.022
C 1.03136 1.98995 -1.93861 -0.260
C 0.78251 3.14043 -2.76052 0.022
C -0.49612 3.64589 -2.76614 -0.022
C -1.55687 2.95644 -2.12854 -0.039
C -1.22284 1.93050 -1.31949 -0.119
N 0.10032 1.51965 -1.10908 -0.048
H 2.81565 1.79372 -2.87551 0.157
H 4.32760 0.26586 -3.09744 0.123
H 5.21298 -2.00992 -2.33199 0.116
H 4.34444 -2.94484 -0.10512 0.113
H 2.74834 -1.63698 1.10642 0.104
H 1.59452 3.59590 -3.34584 0.128
H -0.76390 4.44763 -3.43191 0.117
H -2.57334 3.20701 -2.32117 0.114
H -1.96205 1.33308 -0.80165 0.068
C -2.38830 -4.99359 -3.14123 -0.035
N -2.16238 -4.00490 -2.05733 -0.222
C -1.76298 -4.57502 -0.76480 -0.103
C -1.81158 -2.70733 -2.32956 -0.690
S -0.44518 -2.02393 -1.51660 0.662
N -2.60293 -2.02359 -3.20736 -0.186
C -2.21330 -0.70569 -3.71610 -0.069
C -3.97170 -2.47953 -3.49361 -0.033
H -1.63868 -5.79767 -2.96193 0.101
H -2.11753 -4.55715 -4.10296 0.092
H -3.39842 -5.37756 -3.13155 0.086
H -0.86032 -5.20217 -0.87086 0.091
H -2.56859 -5.20968 -0.34719 0.098
H -1.56334 -3.78289 -0.03307 0.042
H -1.14539 -0.54033 -3.63900 0.046
H -2.65178 0.10328 -3.10223 0.088
H -2.58381 -0.63599 -4.75597 0.102
H -4.38728 -3.06197 -2.65752 0.100
H -3.92717 -3.16384 -4.36138 0.089
H -4.58653 -1.58621 -3.71880 0.103
C 1.13494 -3.27913 3.82495 0.045
C 0.03039 -2.49227 3.08206 -0.432
N -1.21444 -2.73754 3.43703 0.234
O 0.32973 -1.63024 2.18067 -0.217
H 0.71209 -3.75300 4.69007 0.077
H 1.93321 -2.59028 4.08902 0.098
H 1.54911 -4.00475 3.12250 0.096
H -1.47364 -3.49995 4.00601 0.117
H -1.95995 -2.15752 3.04446 0.078
Br 5.18392 4.85300 -1.61922 0.770
C 4.55694 4.22921 0.00446 -0.726
C 3.22267 4.43908 0.44139 -0.115
C 2.66730 3.72855 1.49657 -0.035
C 3.35506 2.72361 2.09948 -0.145
C 4.78014 2.69706 1.87737 0.024
C 5.33546 3.32399 0.76508 -0.112
C 2.79782 1.58066 2.79475 -0.570
O 3.44029 0.88501 3.54099 0.100
O 1.52393 1.35491 2.46993 -0.240
H 2.61448 5.14781 -0.12348 0.102
H 1.65223 4.03742 1.73157 0.130
H 5.40655 2.07912 2.53302 0.129
H 6.33535 3.13961 0.44484 0.090
```

***

No. 3
C53H53ClF6N3O2 | the ωB97M-V functional and the def2-TZVPD basis

Properties
Max |F| ... 3.48 eV/Å
HOMO-LUMO gap ... 7.7 eV
Total charge ... +1
E ... -93204.1974 eV

```
118
Properties=species:S:1:pos:R:3:lowdin_charge:R:1
C 0.48165 -3.81554 1.51580 -0.108
O 1.82864 -4.00411 1.04755 -0.200
C 1.90123 -4.32093 -0.34223 -0.237
C 2.47420 -3.12295 -1.22442 -0.139
C 1.62813 -1.81539 -0.90657 -0.180
C 1.42815 -0.89682 -2.17604 -0.097
N 0.95443 0.47661 -1.80793 -0.040
C 0.91415 1.63742 -2.61444 0.002
C 0.41686 2.65036 -1.71988 -0.550
Cl 0.22175 4.33714 -2.22083 0.742
N 0.16118 2.12662 -0.44390 -0.024
C -0.31270 2.75130 0.81691 -0.108
C -1.34387 3.92049 0.63352 -0.087
C -1.75827 4.35347 2.10683 -0.395
O -2.15843 3.54123 2.92308 0.091
N -1.67413 5.76189 2.44613 0.096
C -0.33083 6.17946 2.81210 -0.201
C -0.18626 7.13153 3.95050 -0.011
C 1.14106 7.58345 4.37112 -0.068
C 2.39996 7.11927 3.73565 -0.079
C 2.25764 6.19566 2.61105 -0.072
C 0.91240 5.75773 2.16290 -0.038
C 0.51194 0.79174 -0.56271 -0.005
H 0.16523 -4.59692 2.28361 0.082
H 0.44999 -2.79184 2.00615 0.092
H -0.29124 -3.79073 0.70193 0.088
H 2.65687 -5.15769 -0.44711 0.129
H 0.94677 -4.70540 -0.79140 0.127
H 2.40541 -3.36597 -2.32684 0.122
H 3.55040 -3.01400 -0.90770 0.123
H 0.59602 -2.04182 -0.51343 0.105
H 2.17227 -1.27673 -0.07741 0.125
H 2.45864 -0.74197 -2.62167 0.149
H 0.81337 -1.36440 -2.98469 0.116
H 1.24644 1.67178 -3.67180 0.157
H 0.58741 3.00605 1.43138 0.140
H -0.85503 1.93734 1.38636 0.146
H -0.86947 4.84312 0.19311 0.076
H -2.29693 3.63331 0.12242 0.143
H -2.22758 5.88790 3.30816 0.107
H -1.08468 7.53019 4.48141 0.109
H 1.27149 8.31527 5.21150 0.103
H 3.41013 7.44575 4.08465 0.100
H 3.17508 5.82055 2.08306 0.101
H 0.90035 5.07503 1.28218 0.067
H 0.41651 0.16953 0.35236 0.170
F 7.19568 5.01544 -3.23425 0.078
C 6.24493 4.20479 -2.75090 -0.274
C 6.61148 3.10595 -1.99217 -0.008
C 5.62538 2.26868 -1.48745 -0.081
C 4.28610 2.53367 -1.75587 -0.108
C 3.93243 3.63870 -2.52382 -0.087
C 4.91630 4.48221 -3.01968 -0.006
H 7.65963 2.91195 -1.80108 0.122
H 5.89987 1.41010 -0.88597 0.106
H 3.51629 1.87590 -1.36405 0.077
H 2.88893 3.84241 -2.73593 0.051
H 4.65946 5.34914 -3.60968 0.103
F -1.08950 -6.21522 2.79381 0.030
C -0.53826 -6.95565 3.77903 -0.290
C -1.27478 -7.22319 4.91875 -0.012
C -0.70914 -7.98905 5.92994 -0.085
C 0.58932 -8.46824 5.79297 -0.095
C 1.31958 -8.18756 4.64492 -0.075
C 0.75081 -7.43066 3.62762 -0.023
H -2.28158 -6.83412 5.01027 0.118
H -1.27872 -8.21188 6.82358 0.108
H 1.03115 -9.06215 6.58407 0.105
H 2.33245 -8.55809 4.54116 0.107
H 1.30199 -7.20916 2.72142 0.114
F -4.25867 6.44729 4.08697 0.046
C -5.36856 5.72015 3.85477 -0.287
C -6.55903 6.35824 3.56030 -0.014
C -7.69464 5.59455 3.31940 -0.077
C -7.62432 4.20587 3.38553 -0.092
C -6.41852 3.58220 3.68540 -0.077
C -5.28339 4.34846 3.91593 -0.025
H -6.59415 7.44015 3.52207 0.119
H -8.63309 6.08030 3.08105 0.108
H -8.51131 3.61085 3.20118 0.103
H -6.36262 2.50145 3.73860 0.106
H -4.33164 3.88344 4.14227 0.101
F 0.58399 -2.24484 -5.03683 0.033
C -0.44022 -1.86828 -5.83335 -0.288
C -0.33218 -2.03908 -7.20068 -0.013
C -1.38743 -1.65618 -8.01859 -0.069
C -2.53214 -1.09799 -7.45978 -0.085
C -2.62536 -0.92754 -6.08414 -0.080
C -1.57502 -1.32008 -5.26379 -0.032
H 0.57048 -2.46812 -7.61813 0.121
H -1.31759 -1.79212 -9.09091 0.111
H -3.35287 -0.79588 -8.09964 0.107
H -3.51592 -0.48910 -5.64995 0.108
H -1.63380 -1.20313 -4.18779 0.106
F 3.20737 5.63482 -5.10115 0.031
C 3.29405 5.83952 -6.43248 -0.283
C 3.81610 4.84371 -7.23730 -0.021
C 3.90091 5.05226 -8.60807 -0.079
C 3.47272 6.25694 -9.15429 -0.090
C 2.95465 7.25099 -8.33258 -0.076
C 2.85922 7.03972 -6.96309 -0.017
H 4.15230 3.91498 -6.79198 0.115
H 4.30119 4.27671 -9.24988 0.107
H 3.54345 6.42025 -10.22333 0.105
H 2.62509 8.19098 -8.75854 0.109
H 2.45031 7.79948 -6.30831 0.118
F -1.03065 -10.84069 6.70964 0.050
C -2.19783 -11.23277 6.16909 -0.292
C -2.26348 -11.48645 4.81097 -0.018
C -3.46793 -11.89602 4.25329 -0.082
C -4.59339 -12.03647 5.05801 -0.097
C -4.51449 -11.77338 6.42044 -0.082
C -3.30808 -11.37414 6.98166 -0.018
H -1.37797 -11.36344 4.19926 0.118
H -3.52965 -12.10506 3.19200 0.105
H -5.53370 -12.35204 4.62082 0.102
H -5.39279 -11.87919 7.04600 0.106
H -3.22551 -11.17325 8.04280 0.117
```

***

No. 4
C23H36N6OPdS4 | the ωB97M-V functional and the def2-TZVPD basis

Properties
Max |F| ... 0.26 eV/Å
HOMO-LUMO gap ... 7.4 eV
Total charge ... +2
ΔE to the lowest compared entry with this formula, charge and spin ... 0.009 eV
E ... -82234.2120 eV

```
71
Properties=species:S:1:pos:R:3:lowdin_charge:R:1
Pd 1.37532 0.12765 0.10267 0.250
C -1.17229 -0.88307 -5.61281 -0.064
C -1.18425 -2.07877 -4.67479 -0.205
N -0.21871 -1.94146 -3.57266 0.030
C -0.13001 -0.96630 -2.66985 -0.741
S 1.46937 -0.64354 -2.08462 0.722
N -1.16014 -0.22869 -2.27983 0.039
C -2.59283 -0.52736 -2.40361 -0.202
C -2.99709 -1.82353 -1.71853 -0.060
H -1.88422 -1.04280 -6.42170 0.091
H -0.18450 -0.74511 -6.05212 0.086
H -1.45056 0.03775 -5.09720 0.062
H -0.88787 -2.97962 -5.20802 0.131
H -2.17998 -2.27149 -4.28021 0.097
H 0.63126 -2.47742 -3.66567 0.126
H -0.91652 0.55719 -1.68631 0.054
H -2.88863 -0.52450 -3.45207 0.100
H -3.10150 0.31694 -1.93970 0.125
H -2.45038 -2.68068 -2.11097 0.074
H -4.06150 -2.00040 -1.87138 0.093
H -2.80729 -1.77004 -0.64699 0.055
S 1.84690 0.36656 2.40675 0.687
C 1.34045 1.85805 3.12026 -0.740
N 0.39859 2.64056 2.60451 0.029
C -0.06653 3.88131 3.23438 -0.140
C 1.03506 4.45686 4.10561 -0.147
C 1.54530 3.38190 5.04757 -0.137
N 1.92127 2.20305 4.26313 0.029
H -0.08400 2.31264 1.77489 0.078
H -0.96095 3.67653 3.82706 0.132
H -0.34091 4.57443 2.44016 0.126
H 0.65169 5.30114 4.67545 0.130
H 1.85424 4.81934 3.48168 0.128
H 0.78272 3.10820 5.77993 0.133
H 2.42714 3.71614 5.58922 0.134
H 2.65943 1.60228 4.59489 0.136
C -1.07644 3.50516 -2.55131 -0.223
S -0.30525 3.27675 -0.96109 0.978
O -0.94672 2.03387 -0.35835 -0.588
C 1.33467 2.74581 -1.43423 -0.399
C 1.81903 2.65702 -2.71771 -0.076
C 3.10141 2.13633 -2.92923 -0.057
C 3.86737 1.68540 -1.87461 -0.065
C 3.38919 1.80151 -0.56596 -0.094
C 2.13417 2.36299 -0.33743 -0.227
H -1.01516 2.58669 -3.13346 0.056
H -0.59979 4.33964 -3.06423 0.077
H -2.11472 3.75655 -2.34313 0.070
H 1.22791 2.95963 -3.57035 0.112
H 3.48259 2.07037 -3.93939 0.127
H 4.84900 1.26917 -2.05449 0.127
H 4.01643 1.53450 0.27478 0.115
H 1.84653 2.65126 0.66458 0.072
N -1.58526 -0.41851 1.46291 0.142
C -0.94167 -1.58476 1.52619 -0.763
S 0.47503 -1.91644 0.60754 0.706
N -1.45805 -2.56031 2.26284 0.074
C -0.82970 -3.84326 2.46992 -0.300
C 0.22778 -3.94491 3.35989 -0.033
C 0.81671 -5.18248 3.56289 -0.053
C 0.33964 -6.29929 2.88911 -0.056
C -0.72537 -6.18439 2.00728 -0.056
C -1.31531 -4.94783 1.78997 -0.022
H -1.25457 0.31153 0.84973 0.036
H -2.38927 -0.23276 2.04129 0.132
H -2.36627 -2.41784 2.68337 0.168
H 0.58314 -3.06444 3.87998 0.118
H 1.64268 -5.27743 4.25427 0.115
H 0.79711 -7.26471 3.05710 0.115
H -1.09894 -7.05670 1.48890 0.115
H -2.14598 -4.84190 1.10330 0.118
```